Below is a structure of composition C52H72N10NbO2 at a distorted geometry, with properties calculated with wB97M-V/def2-TZVPD.

- LUMO level: 1.42 eV
- Highest occupied orbital energy: -5.3 eV
- Maximum force: 5.64 eV/Å
- Kohn-Sham gap: 0.2469 Eh
- Multiplicity: 1
- Charge: -1

Each line ends with the Mulliken charge.
Element x y z (Å)
C 2.6880 0.1970 0.9898  -0.711
O 3.1979 -1.1186 0.5594  0.286
C 2.6322 -1.4903 -0.7777  -0.449
Nb 3.4110 -3.5600 -1.2944  -0.909
C 1.3623 -4.5074 -1.4638  -1.136
C 0.2256 -3.9997 -0.4028  0.220
C 0.7718 -3.6199 1.0934  -0.331
O -0.5572 -2.9546 -1.0752  -0.302
C -1.9093 -2.8055 -0.5218  -0.329
C -2.6191 -1.5937 -1.4311  0.359
C -4.1492 -1.6360 -2.0108  -0.570
C -4.6117 -0.3253 -2.9405  -0.230
C -3.5837 0.9437 -3.2856  -0.153
C -2.0314 0.9874 -2.6637  -0.517
C -1.6004 -0.3068 -1.7537  -0.079
H 2.2891 0.0890 2.1094  0.211
H 1.8222 0.6215 0.3269  0.302
H 3.5581 0.9991 1.0182  0.234
H 1.4721 -1.3510 -0.7991  -0.017
H 3.0727 -0.6796 -1.5288  0.183
H 3.2896 -3.0785 -3.0716  -0.008
H 5.0938 -2.8700 -1.2477  0.018
H 3.6321 -4.0481 0.4654  0.043
H 4.1382 -5.1388 -1.8912  -0.005
H 1.4260 -5.6894 -1.3885  0.413
H 0.9275 -4.2802 -2.5518  0.186
H -0.5205 -4.9205 -0.2538  0.404
H 0.9886 -2.4674 1.2621  -0.154
H -0.1012 -3.9137 1.8508  0.280
H 1.6955 -4.2969 1.4307  0.143
H -1.8818 -2.4641 0.6213  0.232
H -2.5608 -3.7843 -0.5391  0.265
H -4.8516 -2.5548 -1.7849  0.253
H -5.7046 -0.2837 -3.4146  0.220
H -3.8877 1.8603 -3.9712  0.204
H -1.2650 1.8482 -2.8717  0.327
H -0.5045 -0.3123 -1.3116  0.093
N 4.1795 -1.6663 3.2933  0.404
C 3.8050 -2.2369 4.4818  -0.607
C 4.9469 -2.5120 5.2004  -0.636
C 6.0487 -2.0869 4.4203  -0.569
C 5.5458 -1.5660 3.2491  -0.360
H 3.5468 -1.3654 2.5634  0.173
H 2.7608 -2.3995 4.7131  0.438
H 4.9825 -2.9684 6.1812  0.394
H 7.0962 -2.1529 4.6847  0.419
H 6.0419 -1.1349 2.3899  0.363
N -7.2746 3.4151 -6.4548  0.098
C -6.6200 2.8027 -5.4180  -0.474
C -6.6181 3.6670 -4.3460  -0.533
C -7.3007 4.8396 -4.7486  -0.438
C -7.6978 4.6557 -6.0541  -0.349
H -7.4229 3.0141 -7.3717  0.167
H -6.2113 1.8076 -5.5319  0.367
H -6.1742 3.4732 -3.3781  0.422
H -7.4836 5.7229 -4.1504  0.344
H -8.2427 5.3002 -6.7309  0.386
N -0.8127 2.7507 1.3808  0.102
C -0.1581 2.1382 2.4176  -0.634
C -0.1562 3.0025 3.4896  -0.375
C -0.8389 4.1752 3.0870  -0.480
C -1.2359 3.9913 1.7814  -0.489
H -0.9610 2.3497 0.4638  0.189
H 0.2505 1.1431 2.3036  0.420
H 0.2877 2.8088 4.4574  0.506
H -1.0217 5.0585 3.6852  0.375
H -1.7809 4.6358 1.1047  0.366
N 8.4532 0.5512 2.5692  0.127
C 9.7123 1.0872 2.6463  -0.490
C 9.9590 1.7649 1.4733  -0.714
C 8.8058 1.6381 0.6626  -0.235
C 7.8907 0.8864 1.3651  -0.283
H 8.0084 -0.0040 3.2886  0.166
H 10.3239 0.9396 3.5263  0.361
H 10.8705 2.2945 1.2285  0.368
H 8.6584 2.0513 -0.3269  0.477
H 6.8907 0.5610 1.1113  0.273
N 6.8514 2.0358 -3.4912  0.033
C 6.7045 1.1082 -2.4930  -1.225
C 5.5060 1.3506 -1.8597  0.551
C 4.9062 2.4597 -2.5026  -0.710
C 5.7571 2.8610 -3.5080  -0.458
H 7.6430 2.1007 -4.1181  0.199
H 7.4641 0.3581 -2.3181  0.453
H 5.1063 0.7884 -1.0258  0.358
H 3.9556 2.9162 -2.2588  0.378
H 5.6784 3.6617 -4.2312  0.382
N -0.0214 -7.0252 3.1934  0.074
C -1.1854 -7.6515 3.5561  -0.598
C -1.6276 -7.0816 4.7291  -0.381
C -0.7008 -6.0721 5.0831  -0.573
C 0.2791 -6.0571 4.1159  -0.620
H 0.5291 -7.2428 2.3729  0.232
H -1.5974 -8.4479 2.9511  0.419
H -2.5218 -7.3618 5.2706  0.399
H -0.7440 -5.4253 5.9498  0.444
H 1.1629 -5.4428 4.0061  0.670
N -7.7488 2.4315 -10.2915  -0.037
C -7.4484 3.3715 -11.2427  -0.438
C -6.4250 2.8780 -12.0207  -0.407
C -6.1008 1.5925 -11.5249  -0.370
C -6.9355 1.3410 -10.4591  -0.464
H -8.4598 2.5271 -9.5782  0.237
H -7.9861 4.3093 -11.2834  0.359
H -5.9629 3.3881 -12.8559  0.378
H -5.3407 0.9222 -11.9049  0.384
H -7.0193 0.4822 -9.8066  0.365
N -8.2639 8.5188 -4.4795  0.009
C -7.0048 9.0548 -4.4023  -0.493
C -6.7581 9.7325 -5.5754  -0.349
C -7.9113 9.6057 -6.3861  -0.362
C -8.8264 8.8540 -5.6836  -0.561
H -8.7087 7.9636 -3.7601  0.236
H -6.3932 8.9072 -3.5223  0.363
H -5.8466 10.2621 -5.8202  0.393
H -8.0587 10.0189 -7.3756  0.391
H -9.8264 8.5286 -5.9374  0.383
N 0.2108 -8.6141 7.2021  0.024
C 0.9528 -9.7622 7.1036  -0.329
C 1.0527 -10.3137 8.3615  -0.576
C 0.3408 -9.4716 9.2488  -0.575
C -0.1712 -8.4316 8.5058  -0.346
H -0.0197 -7.9984 6.4331  0.313
H 1.3466 -10.0868 6.1498  0.348
H 1.5802 -11.2248 8.6126  0.373
H 0.2147 -9.6094 10.3149  0.368
H -0.7720 -7.5788 8.7926  0.340
N 2.0108 4.3591 6.6872  0.026
C 2.7528 3.2110 6.5887  -0.552
C 2.8527 2.6595 7.8465  -0.432
C 2.1408 3.5016 8.7338  -0.399
C 1.6288 4.5416 7.9908  -0.501
H 1.7803 4.9748 5.9181  0.222
H 3.1466 2.8864 5.6348  0.477
H 3.3802 1.7485 8.0976  0.423
H 2.0147 3.3638 9.7999  0.371
H 1.0280 5.3944 8.2776  0.366


Below is a structure of composition C52H73BN4O7SeSiW at a distorted geometry, with properties calculated with wB97M-V/def2-TZVPD.

- LUMO level: -1.09 eV
- Highest occupied orbital energy: -6.6 eV
- Maximum force: 4.47 eV/Å
- Kohn-Sham gap: 0.2036 Eh
- Multiplicity: 1

Each line ends with the Mulliken charge.
Element x y z (Å)
W 0.6347 -0.1445 1.1457  -0.737
C 5.7615 3.4054 4.1387  -0.691
O 4.5527 3.8652 4.7171  -0.448
C 3.4089 3.3000 4.3003  0.552
C 2.2513 3.6830 5.0091  -1.126
C 1.0520 3.1286 4.6854  -1.280
C 0.9265 2.1769 3.6401  0.079
C -0.2974 1.5662 3.3649  1.359
C -1.5965 1.9423 3.9912  -2.293
O -0.3633 0.6138 2.5057  1.128
C 2.0974 1.8584 2.8756  0.753
O 2.0502 1.1033 1.8344  0.195
C 3.3259 2.4157 3.2450  -0.148
H 6.5617 3.9202 4.6629  0.265
H 5.8185 3.6474 3.0743  0.299
H 5.8785 2.3266 4.2704  0.272
H 2.3419 4.4106 5.8034  0.488
H 0.1665 3.4053 5.2417  0.472
H -1.7528 3.0191 3.9350  0.464
H -1.6426 1.6378 5.0381  0.463
H -2.3933 1.4450 3.4408  0.244
H 4.1992 2.1493 2.6654  0.265
N -1.2919 -1.8157 2.3155  -0.415
C -1.2989 -3.2376 1.9719  -0.974
C -1.3257 -3.4063 0.4593  -0.186
C -0.0867 -2.9016 -0.2629  0.111
O 0.2433 -3.3764 -1.3237  -0.609
O 0.5898 -1.9307 0.3222  0.155
H -1.2839 -1.6968 3.3245  0.306
H -2.1533 -1.3940 1.9773  -0.030
H -2.1596 -3.7616 2.4039  0.649
H -0.3986 -3.7003 2.3753  0.049
H -2.1751 -2.8546 0.0420  -0.362
H -1.4376 -4.4559 0.1921  0.645
C 1.7525 -1.4245 2.6828  -1.239
Si 3.0504 -2.2774 1.6517  -0.664
C 3.6979 -0.9620 0.4180  -0.803
N 2.7072 -0.2498 -0.4431  0.984
C 2.4458 -1.0443 -1.6807  0.610
C 2.1347 -0.1505 -2.8729  -0.507
C 3.4171 0.5757 -3.3005  -0.933
C 4.2407 0.9396 -2.0514  -1.188
C 3.3073 1.0565 -0.8501  0.336
C 4.6624 -2.6887 2.5882  0.741
C 5.4377 -1.6616 3.1340  -0.249
C 6.6297 -1.9181 3.7943  -0.708
C 7.0763 -3.2246 3.9320  -0.546
C 6.3121 -4.2640 3.4226  -0.764
C 5.1235 -3.9958 2.7573  -0.376
C 2.6652 -3.9304 0.8214  0.895
C 1.9130 -4.8792 1.5162  -0.172
C 1.6461 -6.1309 0.9818  -1.028
C 2.1440 -6.4657 -0.2684  -0.577
C 2.9080 -5.5435 -0.9678  -0.827
C 3.1651 -4.2935 -0.4265  -0.134
H 2.2527 -0.8315 3.4575  0.523
H 1.1416 -2.1597 3.2156  0.782
H 4.5312 -1.3385 -0.1898  0.647
H 4.1299 -0.2059 1.0786  0.197
H 1.6387 -1.7432 -1.5230  -0.585
H 3.3362 -1.6352 -1.9277  0.339
H 1.3475 0.5560 -2.6059  -0.368
H 1.7588 -0.7706 -3.6882  0.677
H 3.1730 1.4729 -3.8737  0.444
H 4.0073 -0.0733 -3.9519  0.443
H 4.7606 1.8898 -2.1845  0.486
H 5.0083 0.1860 -1.8600  0.278
H 2.5129 1.7499 -1.1147  -0.090
H 3.8260 1.4791 0.0100  0.008
H 5.0949 -0.6338 3.0482  0.204
H 7.2142 -1.1005 4.1997  0.406
H 8.0114 -3.4315 4.4371  0.366
H 6.6450 -5.2884 3.5375  0.402
H 4.5410 -4.8177 2.3594  0.271
H 1.5371 -4.6341 2.5047  0.539
H 1.0532 -6.8442 1.5421  0.424
H 1.9372 -7.4398 -0.6931  0.372
H 3.2995 -5.8031 -1.9436  0.408
H 3.7806 -3.5997 -0.9856  0.287
C -1.6366 3.3351 -1.7343  -1.603
C -0.1772 3.5655 -1.3418  1.600
C 0.4903 4.4592 -2.3716  -2.234
O 0.4859 2.2846 -1.3184  -0.329
B 0.3773 1.7617 -0.0351  -1.036
O -0.0387 2.7654 0.8425  0.646
C -0.0275 4.0227 0.1379  1.782
C 1.3263 4.6768 0.4127  -1.919
C -1.1531 4.9036 0.6501  -1.928
H -1.6667 2.8570 -2.7147  0.470
H -2.1884 4.2747 -1.7831  0.377
H -2.1226 2.6571 -1.0326  -0.112
H 0.3341 4.0315 -3.3620  0.481
H 1.5628 4.5473 -2.2045  0.383
H 0.0336 5.4504 -2.3468  0.368
H 2.1332 4.0850 -0.0237  0.145
H 1.4862 4.7209 1.4917  0.407
H 1.3625 5.6886 0.0061  0.453
H -2.0843 4.3408 0.6967  0.258
H -1.2818 5.7651 -0.0066  0.328
H -0.9062 5.2583 1.6523  0.492
C -6.6928 -1.7033 -0.8109  -0.900
C -6.6547 -1.0140 0.5527  -0.779
C -5.3900 -0.1900 0.8078  0.258
C -5.2972 1.0931 -0.0185  -0.775
N -4.8110 0.8633 -1.3697  1.526
C -3.8681 -0.0600 -1.6842  -2.284
Se -1.4099 0.0614 -0.2275  0.656
N -3.6156 0.1336 -3.0007  1.393
C -2.5447 -0.5552 -3.7065  -0.631
C -2.5829 -2.0618 -3.4771  0.447
C -3.8179 -2.7518 -4.0519  -0.192
C -3.9661 -2.5669 -5.5628  -1.353
C -4.3806 1.1624 -3.5282  1.094
C -4.5032 1.7009 -4.8014  -0.983
C -5.4357 2.7108 -4.9843  -0.796
C -6.2092 3.1853 -3.9253  -0.708
C -6.0752 2.6651 -2.6470  -1.040
C -5.1579 1.6403 -2.4651  0.458
H -7.5944 -2.3107 -0.9050  0.485
H -5.8216 -2.3492 -0.9297  0.135
H -6.6855 -0.9794 -1.6257  0.125
H -6.7295 -1.7774 1.3319  0.366
H -7.5309 -0.3656 0.6590  0.322
H -4.4951 -0.7714 0.5740  -0.400
H -5.3652 0.0886 1.8647  0.486
H -4.6094 1.7852 0.4791  0.044
H -6.2774 1.5706 -0.0851  0.525
H -1.5905 -0.1797 -3.3244  -0.577
H -2.6261 -0.3147 -4.7661  0.765
H -2.5425 -2.2150 -2.3979  -0.715
H -1.6789 -2.4965 -3.9109  0.711
H -4.7108 -2.3714 -3.5480  -0.122
H -3.7432 -3.8178 -3.8258  0.516
H -4.3098 -1.5597 -5.8051  0.270
H -4.6919 -3.2708 -5.9709  0.415
H -3.0122 -2.7367 -6.0675  0.298
H -3.9015 1.3491 -5.6291  0.443
H -5.5647 3.1396 -5.9695  0.420
H -6.9241 3.9776 -4.1051  0.408
H -6.6700 3.0465 -1.8274  0.436